# 1
C5H12NO2 | the ωB97M-V functional and the def2-TZVPD basis

Last column: natural (NBO) charge in e.
CARTESIAN COORDINATES (ANGSTROEM)
1 C 0.72847 -1.42278 1.21256  -0.0057
2 O 0.53052 -0.19133 0.68516  -0.9748
3 C 0.29287 -2.53656 0.24979  -0.2369
4 N 0.72661 -3.86666 0.70717  -0.8548
5 H 1.80176 -1.63345 1.45234  0.0755
6 H 0.18287 -1.58399 2.16692  0.0980
7 H -0.79633 -2.54302 0.17443  0.1631
8 H 0.68349 -2.25598 -0.73493  0.1512
9 H 0.27046 -4.59943 0.17891  0.3365
10 H 1.72639 -3.96040 0.58326  0.3397
11 C 0.23847 2.80265 -0.38529  -0.0867
12 O 0.58764 2.35172 0.89165  -0.7836
13 C -0.92968 2.05648 -0.96122  -0.1600
14 C -1.99993 2.65335 -1.46505  -0.4614
15 H 1.10992 2.72655 -1.05988  0.1419
16 H -0.01458 3.86970 -0.32255  0.1408
17 H 0.60911 1.33041 0.85736  0.5279
18 H -0.85486 0.97729 -0.88663  0.2387
19 H -2.83317 2.08820 -1.86372  0.1808
20 H -2.06003 3.73724 -1.48028  0.1699

Calculated values
* strongest force on any atom: 0.008 Eh/bohr
* energy above the lowest of the compared OMol25 structures with the same formula, charge and spin: 3.037 eV
* charge: -1
* HOMO: -3.3246 eV
* LUMO level: 3.968 eV
* orbital gap: 0.268 Ha
* 2S+1: 1

# 2
C5H12NO2 | the ωB97M-V functional and the def2-TZVPD basis

Last column: natural (NBO) charge in e.
CARTESIAN COORDINATES (ANGSTROEM)
1 C -0.26628 2.56276 -0.59543  -0.4148
2 N 0.53713 1.40537 -0.97240  -0.6786
3 C 0.06793 0.31123 -0.06393  -0.0326
4 C 0.50954 0.52818 1.51386  -0.0108
5 O 1.71785 0.97039 1.64980  -0.9418
6 C 0.43385 -1.19947 -0.45649  -0.5046
7 C -0.66190 -2.17668 -0.09869  -0.0592
8 O -0.33033 -3.57905 0.11176  -0.7414
9 H 0.07005 3.52333 -0.29684  0.1892
10 H -0.91466 2.82413 -1.51446  0.1432
11 H -0.98948 2.37776 0.21278  0.2019
12 H 1.55368 1.55388 -0.97114  0.3802
13 H -1.11816 0.33682 -0.24410  0.1336
14 H -0.23685 1.39810 1.84372  0.0251
15 H 0.39271 -0.34708 2.10192  0.1032
16 H 0.60889 -1.05116 -1.58956  0.1922
17 H 1.37353 -1.24551 0.08591  0.2413
18 H -1.14622 -1.97095 0.80165  0.1825
19 H -1.62419 -2.28656 -0.76630  0.1428
20 H 0.02291 -3.93549 -0.75205  0.4486

Calculated values
* strongest force on any atom: 0.077 Eh/bohr
* energy above the lowest of the compared OMol25 structures with the same formula, charge and spin: 5.042 eV
* charge: -1
* HOMO: -2.3277 eV
* LUMO level: 3.487 eV
* orbital gap: 0.214 Ha
* 2S+1: 1
* SMILES: CN[C@H](C[O-])CCO

# 3
C5H12NO2 | the ωB97M-V functional and the def2-TZVPD basis

Last column: natural (NBO) charge in e.
CARTESIAN COORDINATES (ANGSTROEM)
1 N -0.89897 -0.89779 0.24681  -0.6023
2 C -1.28987 0.31155 0.94389  -0.2388
3 C -1.45051 1.47124 -0.05766  -0.4386
4 C -0.71151 0.92105 -1.32592  -0.4168
5 C -0.17199 -0.46788 -0.94287  -0.0934
6 C 1.38039 -0.42103 -0.69953  -0.0254
7 O 1.88057 -1.54201 -0.10606  -0.9098
8 H -1.66216 -1.49962 -0.03777  0.3403
9 H -2.08367 0.16068 1.67108  0.1856
10 H -0.41493 0.53765 1.56140  0.1978
11 H -2.46144 1.70460 -0.37027  0.1870
12 H -0.83964 2.27865 0.32928  0.2010
13 H -1.45535 0.84597 -2.11923  0.1776
14 H 0.03725 1.63251 -1.65144  0.1971
15 H -0.30859 -1.14897 -1.76682  0.1749
16 H 1.82322 -0.31933 -1.71816  0.1051
17 H 1.51662 0.49929 -0.07886  0.0882
18 H 1.86689 -1.38930 1.33491  0.5060
19 H 3.10137 -1.30521 2.42225  0.4341
20 O 2.14233 -1.37204 2.36497  -1.0697

Calculated values
* strongest force on any atom: 0.033 Eh/bohr
* energy above the lowest of the compared OMol25 structures with the same formula, charge and spin: 2.599 eV
* charge: -1
* HOMO: -3.0707 eV
* LUMO level: 3.853 eV
* orbital gap: 0.254 Ha
* 2S+1: 1

# 4
C5H12NO2 | the ωB97M-V functional and the def2-TZVPD basis

Last column: Mulliken spin population.
CARTESIAN COORDINATES (ANGSTROEM)
1 C 0.69426 0.08839 1.98087  0.0038
2 O 1.16501 1.14969 2.75120  0.0009
3 C -0.01330 0.52518 0.67833  0.0363
4 C -0.33477 -0.67805 -0.28122  -0.0434
5 C -1.20326 -0.25206 -1.48889  0.1741
6 C -1.73550 -1.55847 -2.08499  -0.0164
7 N -0.54041 -1.28953 -2.82755  0.8798
8 H 1.50864 -0.52456 1.60848  0.0004
9 H -0.22512 -0.33540 2.40966  0.0009
10 H 0.62464 1.20910 0.13920  -0.0069
11 H -0.98775 0.84242 1.03456  -0.0230
12 H -0.94286 -1.21161 0.34747  0.0263
13 H 0.47941 -1.24529 -0.66185  0.0055
14 H -0.69000 0.56356 -2.01516  0.0304
15 H -2.07803 0.30362 -1.09491  -0.1010
16 H -1.75158 -2.54541 -1.56182  0.0171
17 H -2.59478 -1.49262 -2.73511  0.0149
18 H 2.25465 1.74076 1.70482  -0.0003
19 H 3.44363 2.71474 1.22258  -0.0001
20 O 2.92713 1.99553 0.87434  0.0004

Calculated values
* strongest force on any atom: 0.073 Eh/bohr
* energy above the lowest of the compared OMol25 structures with the same formula, charge and spin: 5.127 eV
* charge: -2
* HOMO (spin up / spin down): 2.4045 / 2.0383 eV
* LUMO level (spin up / spin down): 6.533 / 6.532 eV
* orbital gap (spin up / spin down): 0.152 / 0.165 Ha
* 2S+1: 2

# 5
C5H12NO2 | the ωB97M-V functional and the def2-TZVPD basis

Last column: Mulliken spin population.
CARTESIAN COORDINATES (ANGSTROEM)
1 C -0.32480 -1.45962 -0.72378  -0.0010
2 N 0.05351 -0.60103 0.38216  0.0078
3 C -0.21151 0.78629 0.06316  0.0530
4 C 0.92386 1.46688 -0.62087  0.0036
5 O 0.70022 2.79205 -0.98489  0.0116
6 C -0.50589 1.64793 1.38394  -0.0213
7 O -0.63668 2.95819 1.17942  0.7476
8 C 0.06723 -3.00428 -0.31310  0.0029
9 H 0.38156 -1.43085 -1.64742  -0.0008
10 H -1.40116 -1.41357 -0.86179  0.0021
11 H -0.52612 -0.70432 1.21302  0.0041
12 H -1.10216 0.70854 -0.68096  -0.0008
13 H 1.72170 1.28689 0.09571  0.0001
14 H 1.05020 0.94158 -1.64050  0.0003
15 H 0.19968 3.12334 -0.19596  -0.0009
16 H -1.31038 1.33854 2.06348  0.0033
17 H 0.64822 1.39267 1.97956  0.1887
18 H 1.13023 -3.04647 -0.11905  0.0002
19 H -0.29326 -3.62623 -1.11666  -0.0001
20 H -0.56447 -3.15654 0.54452  -0.0004

Calculated values
* strongest force on any atom: 0.083 Eh/bohr
* energy above the lowest of the compared OMol25 structures with the same formula, charge and spin: 3.074 eV
* HOMO (spin up / spin down): -9.5624 / -9.5366 eV
* LUMO level (spin up / spin down): 0.819 / -2.500 eV
* orbital gap (spin up / spin down): 0.382 / 0.259 Ha
* 2S+1: 2

# 6
C5H12NO2 | the ωB97M-V functional and the def2-TZVPD basis

Last column: natural (NBO) charge in e.
CARTESIAN COORDINATES (ANGSTROEM)
1 O -2.43313 -0.94793 -0.59078  -0.4991
2 C -1.90381 -0.38869 0.32908  0.4358
3 C -0.47894 -0.88258 0.70226  -0.1120
4 C 0.65173 -0.22160 -0.07989  -0.4895
5 C 1.38433 0.92866 0.60565  -0.1959
6 C 2.49642 1.37709 0.06522  -0.3383
7 N -0.46778 -2.38208 0.27258  -0.6873
8 H -2.40133 0.37445 0.93005  0.1742
9 H -0.44779 -0.99918 1.76976  0.2289
10 H 0.09890 0.09019 -0.97559  0.2518
11 H 1.46694 -0.83813 -0.48934  0.2332
12 H 0.84304 1.38866 1.42816  0.2124
13 H 2.99162 0.94383 -0.79216  0.1998
14 H 3.07935 2.18236 0.50643  0.2230
15 H -0.88410 -3.03023 0.92029  0.4484
16 H 0.48819 -2.53559 -0.04178  0.4485
17 H -0.99209 -2.43592 -0.62000  0.4571
18 H -1.57011 2.82648 -0.74960  0.4817
19 H -1.06158 2.26897 -2.06674  0.4841
20 O -0.85987 2.28122 -1.12359  -0.9567

Calculated values
* strongest force on any atom: 0.050 Eh/bohr
* energy above the lowest of the compared OMol25 structures with the same formula, charge and spin: 2.230 eV
* charge: +1
* HOMO: -13.2912 eV
* LUMO level: -3.663 eV
* orbital gap: 0.354 Ha
* 2S+1: 1

- What is the 2S+1 in the third record?
  1

- Which of these has the highest strongest force on any atom?
  number 5

- Look up the energy above the lowest of the compared OMol25 structures with the same formula, charge and spin of the sixth one.
  2.230 eV